Record 1
This record from the Open Molecules 2025 dataset describes a 3-piece molecular cluster, C4H14NO3 overall. The level of theory is wB97M-V/def2-TZVPD.

Geometry as XYZ:
```
22
Properties=species:S:1:pos:R:3
C 1.45275 1.59274 -0.32030
N 0.52139 1.28766 -1.40006
C -0.23607 0.04456 -1.22809
C -1.69685 0.20870 -0.78272
C -1.83744 0.63634 0.67565
O -1.64864 -0.40876 1.60028
H 2.29325 0.91371 -0.39004
H 0.98348 1.67380 0.64989
H 1.86327 2.58440 -0.52867
H -0.10067 2.06003 -1.59568
H 0.25945 -0.56306 -0.49213
H -0.24952 -0.47767 -2.18777
H -2.25953 0.90074 -1.42309
H -2.08902 -0.79193 -0.89224
H -1.10720 1.42941 0.91262
H -2.84741 1.02088 0.86620
H 0.10889 -2.52702 1.79933
H -0.89579 -1.05704 1.26430
O 0.15472 -2.08653 0.93582
H 1.80608 -1.68157 0.92859
H 2.73022 -2.86494 0.77234
O 2.79463 -1.89446 0.83578
```

- Net charge: -1
- HOMO: -4.470 eV



Record 2
This record from the Open Molecules 2025 dataset describes a 3-piece molecular cluster, C4H14NO3 overall. The level of theory is wB97M-V/def2-TZVPD.

Geometry as XYZ:
```
22
Properties=species:S:1:pos:R:3
C -0.97623 0.43003 -0.52119
O -0.46961 1.63744 -0.89416
C 0.17953 -0.75522 -0.32127
C -0.30735 -1.33896 1.10596
C 0.73427 -2.43439 1.67937
N 1.54963 -0.13308 -0.16982
H -1.59933 0.03167 -1.35878
H -1.58836 0.58898 0.47265
H 0.14384 -1.67018 -1.10071
H -1.32076 -1.91561 1.04810
H -0.31841 -0.45604 1.68988
H 0.43586 -2.89714 2.56132
H 0.89418 -3.01915 0.72833
H 1.66784 -1.94048 1.87512
H 1.53134 0.26848 0.70881
H 1.74427 0.79444 -0.73127
H -0.27332 3.65403 1.07387
H -1.06429 2.61589 0.13582
O -1.14246 3.24723 0.96195
H 0.66142 0.80693 -2.71589
H -0.57030 1.36549 -2.83841
O 0.08822 1.11963 -3.38970
```

- Net charge: -1
- HOMO: -3.893 eV



Record 3
This record from the Open Molecules 2025 dataset describes a 3-piece molecular cluster, C4H14NO3 overall. The level of theory is wB97M-V/def2-TZVPD.

Geometry as XYZ:
```
22
Properties=species:S:1:pos:R:3
O -2.34155 -1.59663 0.89299
C -1.25956 -1.69935 1.38977
C -0.18842 -0.56591 1.12695
N -0.82838 0.30058 0.01287
C -1.61417 1.43383 0.50276
C 1.03323 -1.32493 0.52613
H -0.83981 -2.55112 1.94975
H 0.15168 0.12303 1.87650
H -0.18329 0.43787 -0.76955
H -1.51885 -0.37889 -0.33170
H -1.00751 2.29569 0.71943
H -2.06468 1.11541 1.45870
H -2.56112 1.55645 -0.02508
H 0.57898 -2.00974 -0.18897
H 1.59979 -1.73925 1.36254
H 1.68944 -0.59841 0.06035
H 0.95682 -0.93565 -3.04006
H 1.56437 0.41518 -2.90373
O 0.86505 -0.13977 -2.51892
H 2.49432 2.25416 -0.13450
H 1.53569 1.97019 -1.39782
O 1.93795 1.63726 -0.56844
```

- Net charge: +1
- HOMO: -14.669 eV



Record 4
This record from the Open Molecules 2025 dataset describes a 2-piece molecular cluster, C4H14NOS2 overall. The level of theory is wB97M-V/def2-TZVPD.

Geometry as XYZ:
```
22
Properties=species:S:1:pos:R:3
N -1.82872 1.08768 2.19338
C -0.35759 1.22895 2.66075
C 0.59404 0.47802 1.73511
S 0.02910 0.84297 0.02801
S 0.60852 -0.61673 -1.26713
C 2.01260 -0.05292 -2.33966
C 2.36647 -1.07383 -3.42113
H -2.38321 0.53626 2.85941
H -2.35734 1.95450 2.08002
H -1.96787 0.55607 1.30537
H -0.40376 0.84944 3.68859
H -0.17648 2.30238 2.52057
H 0.70233 -0.58953 1.92848
H 1.61645 0.86535 1.92855
H 1.70943 0.85746 -2.92083
H 2.83718 0.10048 -1.63789
H 2.27587 -2.09533 -3.01289
H 3.33209 -0.80065 -3.79837
H 1.58675 -1.18008 -4.18628
H -4.10484 -2.02279 0.16162
H -2.82270 -1.66032 -0.68174
O -3.26829 -1.56737 0.17606
```

- Net charge: +1
- HOMO: -12.286 eV



Values of Kohn-Sham gap, in order: 8.470; 7.695; 11.510; 8.966, all in eV.
Values of strongest force on any atom, in order: 1.5; 5.2; 2.4; 2.5, all in eV/Å.